[1]
The following is a DFT calculation (ωB97M-V/def2-TZVPD) of a 7-piece molecular cluster, C5H24N2O7 overall.

Geometry (Å):
H -4.14 -1.49 2.59
C 2.89 -2.37 -0.11
H 0.23 -2.24 -0.38
H 2.15 0.84 0.21
C 0.73 -1.28 -0.49
H -2.38 1.60 -4.37
H -0.94 -1.09 1.71
H 2.49 -3.38 -0.25
H -3.91 -2.59 -0.35
H 2.66 2.02 2.75
O -3.72 -0.67 2.32
H -0.72 2.47 3.25
H -4.28 0.06 2.60
H -2.85 0.37 -3.69
H 3.54 -0.02 0.72
H 2.53 2.38 -2.43
C -0.35 -0.26 -0.16
N 2.75 0.03 0.09
H -1.98 0.04 1.12
H 2.89 1.08 -3.17
O -0.62 2.69 2.32
O -2.03 0.85 -3.85
H 0.96 -1.12 -1.54
H 0.10 1.33 -1.47
N -1.33 -0.70 0.85
C 1.97 -1.23 0.39
C -0.60 0.87 -0.79
H -2.08 -1.38 0.54
H -0.83 3.62 2.18
O 2.53 1.42 -2.34
H -1.48 1.49 -0.77
H 1.15 2.15 2.27
O 3.99 -2.10 -0.49
O -3.06 -2.21 -0.62
H -3.25 -1.57 -1.32
H 1.84 -1.24 1.47
O 2.01 1.74 2.09
H 3.14 -0.08 -0.85

The calculation puts the relative energy (zero: lowest compared OMol25 entry of this formula, charge and spin) at 19.6 kcal/mol. The total charge is +2.

Atomic partial charges in e from the Löwdin method, atoms 1 to 6: H 0.06; C -0.16; H 0.14; H 0.12; C -0.08; H 0.06



[2]
The following is a DFT calculation (ωB97M-V/def2-TZVPD) of C7H15N3O8Zn2 as an isolated structure.

Geometry (Å):
H -2.35 1.10 -0.90
O 2.35 0.86 -3.45
C 1.79 1.87 -2.83
O 0.54 1.93 -2.56
O 2.48 1.99 -1.68
O -0.20 1.90 0.35
N -0.81 2.80 2.32
N 1.42 2.64 1.80
O -1.06 -3.17 -0.05
C 0.15 2.41 1.42
H -3.55 0.11 0.01
C -1.61 -0.77 -0.20
N -0.48 -0.78 -1.15
H -1.27 -0.36 0.75
H -2.77 -2.36 0.84
H 1.56 3.09 2.68
H -0.82 -0.99 -2.09
C 2.99 -0.65 0.05
H -0.58 3.18 3.22
H -2.83 -2.40 -0.80
C -2.75 0.10 -0.72
H -0.22 -2.41 1.78
H 2.18 2.45 1.17
Zn 3.83 0.44 -1.97
H 0.57 -3.75 0.94
O 2.45 -0.90 -1.13
C -2.09 -2.22 -0.01
H -1.78 2.60 2.17
Zn 0.99 0.69 -0.91
C -0.40 -3.32 1.20
H -0.04 -1.69 -1.01
O 4.23 -0.26 -0.09
O 2.15 0.05 0.74
H -3.06 -0.21 -1.73
H -0.99 -3.97 1.85

The total charge is 0.

Atomic partial charges in e from the Löwdin method, atoms 1 to 6: H 0.07; O -0.12; C -0.69; O -0.07; O -0.22; O 0.00



Computed E_LUMO (eV) in order:
-5.597 -0.830
Computed HOMO-LUMO gap (eV) in order:
11.11 7.97
Computed HOMO level (eV) in order:
-16.7 -8.8